2 unconnected molecules or ions with the total composition C3H8N2S2 at a distorted geometry. Source: the OMol25 dataset; level of theory: ωB97M-V with the def2-TZVPD basis set.

Calculated values
- strongest force on any atom (eV/Å) = 8.55
- HOMO (eV) = -8.70
- energy above the lowest of the compared OMol25 structures with the same formula, charge and spin (kcal/mol) = 132.4
- Kohn-Sham gap (eV) = 7.32
- LUMO (hartree) = -0.0505

Cartesian coordinates (Å):
C 0.375 0.894 1.386
C -0.255 -0.274 0.708
C -1.537 -0.236 -1.526
H 1.695 1.504 -0.214
H 2.558 0.794 0.919
H 0.374 0.952 2.334
H -0.455 1.609 1.208
H 0.291 -1.227 0.908
H -1.234 -0.280 1.159
H 0.171 -2.957 -1.490
H -2.506 -0.506 -0.780
N 1.740 1.340 0.809
N -0.338 -0.136 -0.718
S 0.916 -0.997 -1.541
S -1.795 -0.482 -3.164

Cartesian forces, eV/Å:
1.5 1.7 -8.2
0.2 -1.8 1.5
-2.3 -1.8 2.0
-0.4 0.0 1.1
0.3 -1.2 0.8
0.6 -0.8 7.1
1.2 0.9 -0.5
-0.6 0.6 0.0
-0.7 -0.6 -0.1
1.1 3.3 -0.1
2.5 1.4 -1.9
-2.8 1.2 -0.7
-0.2 -1.5 -4.1
-1.0 -2.2 0.5
0.7 0.8 2.5

These are the Mulliken partial charges, in e, on atoms 1 to 4: atom 1 (C): -0.922, atom 2 (C): -0.457, atom 3 (C): -0.168, atom 4 (H): 0.252